Density functional theory data (ωB97M-V with the def2-TZVPD basis set) for a cluster of 14 separate species, BF4H26O13 in total in a non-equilibrium geometry.

Cartesian coordinates (Å):
B1 0.55302 -0.46659 -0.46481
F1 0.61261 0.07942 0.76331
F2 1.03452 -1.78303 -0.41498
F3 -0.73995 -0.34872 -1.02193
F4 1.37049 0.20582 -1.38363
O1 -1.67186 -2.58204 0.93327
H1 -1.76894 -1.90990 0.28113
H2 -1.35394 -3.42406 0.56437
O2 -0.53156 -0.07756 3.15509
H3 -0.32128 -0.27048 2.24627
H4 -0.68599 -0.95177 3.52141
O3 -2.72476 -1.78869 -2.45125
H5 -3.26125 -1.36308 -1.78245
H6 -2.16203 -1.05075 -2.72255
O4 -0.47519 -3.31733 -1.94578
H7 -1.14332 -2.65798 -2.05839
H8 0.19494 -2.82690 -1.54175
O5 -0.13106 3.05124 2.12297
H9 -0.20954 2.09584 2.02131
H10 -0.30178 3.31505 3.06141
O6 3.02912 0.89423 1.16299
H11 2.56945 0.80552 1.97574
H12 2.29461 0.88862 0.55501
O7 0.09578 1.81814 -3.31468
H13 -0.79654 2.02983 -3.40092
H14 0.33721 2.25438 -2.47203
O8 2.16320 2.63945 -1.55119
H15 2.28013 1.73445 -1.64313
H16 2.67886 3.08689 -2.15789
O9 1.69381 -2.07156 2.25439
H17 1.84252 -2.12752 1.32960
H18 2.01039 -1.20754 2.57055
O10 -2.90329 1.09489 1.54785
H19 -2.14263 0.50480 1.75596
H20 -3.04291 0.82864 0.62967
O11 2.02651 0.26954 3.54747
H21 2.34993 0.49740 4.39990
H22 1.07907 0.18563 3.53149
O12 -2.27027 1.81815 -1.02044
H23 -1.66411 2.49647 -0.78149
H24 -1.64286 1.14367 -0.96150
O13 0.26012 -1.10562 -3.85622
H25 0.71426 -1.94803 -3.60637
H26 0.75456 -0.45892 -3.37781

Values from the calculation:
Molar mass = 321.00 g/mol
Total energy = -38595.7581 eV
HOMO level = -0.280 hartree
HOMO-LUMO gap = 10.2 eV
Charge = -1